Density functional theory data (ωB97M-V/def2-TZVPD) for a molecular structure, C14H20AgF6OSbSe at a distorted geometry.

Computed properties:
**LUMO (spin up / spin down)**: 2.833 / 1.212 eV
**<S²>**: 0.76
**Maximum force**: 0.05166 hartree/bohr
**HOMO energy (spin up / spin down)**: -4.59 / -4.68 eV
**Frontier orbital gap (spin up / spin down)**: 7.421 / 5.897 eV
**Energy above the lowest of the compared OMol25 structures with the same formula, charge and spin**: 34.0 kcal/mol

The geometry in ORCA input format:
```
! wB97M-V def2-TZVPD RIJCOSX def2/J DEFGRID3
* xyz -1 2
Ag -0.3411 -0.5074 -1.7924
C 0.0795 -0.7328 6.3099
C 0.2548 -0.7764 4.8200
C -0.0372 -1.9177 4.0886
C 0.1914 -1.9858 2.7209
C -0.1216 -3.2484 1.9830
C 0.7351 -0.8729 2.0635
Se 1.3232 -1.0381 0.2258
C 0.9790 0.3077 2.7765
C 1.5155 1.5387 2.1113
C 0.7377 0.3326 4.1409
H -0.3434 -1.6645 6.6779
H -0.5766 0.0893 6.5939
H 1.0420 -0.5700 6.7980
H -0.4287 -2.7891 4.6013
H -0.5346 -3.9956 2.6574
H 0.7835 -3.6452 1.5220
H -0.8415 -3.0537 1.1884
H 1.3240 1.5063 1.0400
H 2.5959 1.5986 2.2560
H 1.0591 2.4351 2.5313
H 0.9618 1.2349 4.6950
C 1.0965 3.4199 -3.7953
C 0.9817 1.8997 -3.6011
C 0.1315 1.3399 -4.7418
C 0.3946 1.6103 -2.2226
H 1.5782 3.6373 -4.7461
H 1.6667 3.8782 -2.9894
H 0.1029 3.8625 -3.8016
H 1.9872 1.4633 -3.6541
H -0.8389 1.8330 -4.7600
H -0.0187 0.2670 -4.6136
H 0.6278 1.5076 -5.6964
H -0.5245 2.1927 -2.0954
H 1.1217 1.9152 -1.4638
O 2.4479 -1.1694 -2.4810
C 1.3673 -1.2860 -2.8565
F -1.7283 -2.2085 -2.9988
Sb -3.2350 -1.2404 -2.3540
F -2.4177 0.3968 -2.8740
F -2.4244 -1.1679 -0.6350
F -4.6466 -0.1637 -1.7019
F -4.0485 -2.8696 -1.8452
F -3.9790 -1.3621 -4.0802
*
```

Density functional theory data (ωB97M-V/def2-TZVPD) for a molecular structure, C23H27AsCl2GePtS.

Computed properties:
**LUMO**: -8.241 eV
**Maximum force**: 0.01481 hartree/bohr
**HOMO energy**: -14.16 eV
**Frontier orbital gap**: 5.916 eV

The geometry in ORCA input format:
```
! wB97M-V def2-TZVPD RIJCOSX def2/J DEFGRID3
* xyz 2 1
Pt 0.3651 -1.9548 0.9909
Cl -1.4699 -3.1975 3.0129
C -1.6835 -4.5524 1.9020
Cl -1.3100 -4.0101 0.2322
H -2.7162 -4.8798 1.9198
H -0.9873 -5.3420 2.1570
C 3.2720 -3.2925 -1.5611
As 3.7559 -2.2790 -0.0133
C 5.4824 -2.8207 0.6054
C 3.7908 -0.4217 -0.4606
S 2.3790 -2.6861 1.6489
H 4.0792 -3.2067 -2.2888
H 2.3507 -2.8902 -1.9795
H 3.1366 -4.3341 -1.2779
H 6.2022 -2.6051 -0.1836
H 5.4733 -3.8878 0.8189
H 5.7319 -2.2624 1.5054
H 4.6091 -0.2565 -1.1617
H 3.9573 0.1575 0.4451
H 2.8460 -0.1492 -0.9265
C 0.2879 -0.2024 1.4007
Ge -0.8947 0.9758 0.2191
C 0.1049 2.6307 0.2319
C 1.4587 2.7572 0.5280
C 2.0865 3.9925 0.4701
C 1.3584 5.1175 0.1083
C 0.0077 5.0054 -0.1875
C -0.6215 3.7706 -0.1167
C -1.0764 0.1639 -1.5198
C -0.6868 0.8699 -2.6566
C -0.9293 0.3481 -3.9214
C -1.5608 -0.8791 -4.0604
C -1.9516 -1.5940 -2.9343
C -1.7140 -1.0698 -1.6729
C -2.5485 1.0739 1.2001
C -3.7515 0.7912 0.5547
C -4.9539 0.9514 1.2302
C -4.9589 1.3765 2.5504
C -3.7629 1.6506 3.2027
C -2.5614 1.5036 2.5294
H 0.6944 0.2314 2.3235
H 2.0417 1.8920 0.8180
H 3.1375 4.0851 0.7106
H 1.8410 6.0846 0.0684
H -0.5599 5.8833 -0.4655
H -1.6833 3.7034 -0.3292
H -0.1942 1.8313 -2.5618
H -0.6294 0.9040 -4.7998
H -1.7607 -1.2757 -5.0468
H -2.4605 -2.5430 -3.0435
H -2.0675 -1.6162 -0.8029
H -3.7608 0.4618 -0.4777
H -5.8879 0.7467 0.7242
H -5.8981 1.5056 3.0714
H -3.7717 1.9889 4.2301
H -1.6371 1.7547 3.0396
*
```

Density functional theory data (ωB97M-V/def2-TZVPD) for 5 unconnected molecules or ions with the total composition C14H37FO4P at a distorted geometry.

Computed properties:
**LUMO**: -5.780 eV
**Maximum force**: 0.04076 hartree/bohr
**HOMO energy**: -11.84 eV
**Frontier orbital gap**: 6.058 eV

The geometry in ORCA input format:
```
! wB97M-V def2-TZVPD RIJCOSX def2/J DEFGRID3
* xyz 1 1
C -1.5592 -3.3380 -0.0618
C -2.5915 -4.2710 0.0721
P -4.1162 -3.5177 0.1381
F -5.3212 -4.3743 -0.2823
H -0.9703 -3.0585 0.8158
H -1.4294 -2.8602 -1.0299
H -2.4560 -5.3489 0.1303
H -4.0253 -2.3535 -0.6434
H -4.3594 -3.1521 1.4591
C 2.3529 -0.9852 3.5122
C 1.7281 -1.2509 2.1553
C 1.0989 0.0067 1.5810
O 0.7321 -2.2823 2.2678
H 1.5974 -0.6503 4.2290
H 2.7943 -1.8972 3.9163
H 3.1288 -0.2216 3.4454
H 2.4864 -1.6277 1.4692
H 0.3027 0.3721 2.2362
H 0.6473 -0.1986 0.6090
H 1.8399 0.7978 1.4627
H 0.0562 -1.9657 2.8764
C 4.1927 1.0082 6.6823
C 5.1204 1.0345 5.4771
C 6.4846 1.6011 5.8371
O 4.5312 1.8166 4.4338
H 4.0295 2.0202 7.0621
H 3.2172 0.6059 6.4051
H 4.6046 0.3986 7.4873
H 5.2359 0.0237 5.0829
H 6.3899 2.6310 6.1913
H 7.1337 1.6189 4.9616
H 6.9669 1.0099 6.6162
H 4.4225 2.7126 4.7676
C -1.0491 2.1482 -0.8647
C -1.5046 0.8351 -1.4780
C -2.5385 1.0624 -2.5673
O -2.0514 -0.0156 -0.4514
H -1.8932 2.6694 -0.4052
H -0.3120 1.9732 -0.0814
H -0.6082 2.8012 -1.6173
H -0.6453 0.3052 -1.8923
H -3.4277 1.5511 -2.1591
H -2.8620 0.1116 -2.9951
H -2.1452 1.6820 -3.3698
H -2.8089 0.4436 -0.0737
C -2.1522 -0.1852 -6.3502
C -3.1549 0.9254 -6.6301
C -3.1059 1.3560 -8.0872
O -2.8928 2.0460 -5.7820
H -1.1338 0.1587 -6.5502
H -2.1929 -0.4829 -5.3013
H -2.3485 -1.0617 -6.9689
H -4.1605 0.5827 -6.3832
H -2.1158 1.7457 -8.3383
H -3.8245 2.1537 -8.2736
H -3.3291 0.5231 -8.7550
H -2.0086 2.3667 -5.9879
*
```

Number 1 is which compound? C14H20AgF6OSbSe

maximum force of number 2 (C23H27AsCl2GePtS)? 0.01481 hartree/bohr

Number 3 is which compound? C14H37FO4P